Entry 1:
Density functional theory data (ωB97M-V/def2-TZVPD) for a 2-piece molecular cluster, C11H14BFN2O3P overall in a non-equilibrium geometry.

Atoms and positions in Å:
O: 2.51 1.09 1.86
C: 1.54 1.04 1.24
F: 1.52 1.42 -0.05
C: 0.23 0.52 1.78
P: -0.93 -0.06 0.48
B: -1.15 -2.02 0.61
O: -1.15 -2.74 -0.54
O: -1.29 -2.50 1.87
C: -2.59 0.63 0.70
C: -3.35 0.92 -0.41
C: -4.65 1.40 -0.27
C: -5.10 1.58 1.03
C: -4.24 1.28 2.08
N: -3.00 0.81 1.96
H: 0.50 -0.35 2.36
H: -0.23 1.26 2.43
H: -0.44 0.29 -0.78
H: -1.93 -2.55 -1.07
H: -2.20 -2.81 2.01
H: -2.95 0.75 -1.40
H: -5.26 1.62 -1.12
H: -6.09 1.94 1.23
H: -4.60 1.42 3.09
N: 3.73 0.20 -1.41
C: 4.89 0.60 -2.01
C: 5.53 -0.52 -2.48
C: 4.72 -1.64 -2.16
C: 3.62 -1.17 -1.50
H: 3.06 0.80 -0.97
H: 5.16 1.64 -2.06
H: 6.47 -0.53 -3.01
H: 4.93 -2.67 -2.38
H: 2.77 -1.68 -1.08

Output
**Highest occupied orbital energy**: -10.21 eV
**LUMO**: -0.1622 hartree
**Net charge**: +1

=====

Entry 2:
Density functional theory data (ωB97M-V/def2-TZVPD) for C11H14BHgN7S as an isolated structure in a non-equilibrium geometry.

Atoms and positions in Å:
H: -2.83 -1.37 -0.27
N: -1.06 -0.29 -0.71
B: 0.91 0.78 -1.93
N: -0.29 -0.18 -1.84
C: -0.87 -0.88 -2.84
Hg: -2.30 1.61 1.09
H: -0.37 -0.85 -3.82
C: -1.99 -1.50 -2.37
H: -2.67 -2.14 -2.91
C: -2.09 -1.13 -1.03
H: 1.20 0.90 -3.06
C: -1.22 -1.58 3.68
H: -2.25 -1.18 3.48
H: -0.71 -0.68 4.20
H: -0.80 -1.65 2.65
N: 2.19 0.02 -1.28
N: 0.64 2.12 -1.25
N: 1.96 -0.83 -0.20
N: 0.01 2.22 -0.07
C: 3.46 -0.05 -1.77
C: 0.77 3.33 -1.82
H: 3.70 0.56 -2.64
H: 1.27 3.32 -2.77
C: 4.19 -0.95 -0.97
C: 0.22 4.24 -0.98
C: 3.17 -1.50 -0.06
C: -0.22 3.53 0.13
H: 5.20 -1.21 -0.99
H: 0.15 5.29 -1.10
H: 3.31 -2.37 0.62
H: -0.78 3.87 0.97
H: -1.40 -2.48 4.21
S: -2.25 -3.79 5.06
C: -3.63 -2.94 5.24
N: -4.60 -2.25 5.35

Output
**Energy above the lowest of the compared OMol25 structures with the same formula, charge and spin**: 112.10 kcal/mol
**Highest occupied orbital energy (alpha / beta)**: -8.09 / -8.09 eV
**LUMO (alpha / beta)**: -0.1538 / -0.1190 hartree

=====

Entry 3:
Density functional theory data (ωB97M-V/def2-TZVPD) for C11H14Cl2CrNO6 as an isolated structure.

Atoms and positions in Å:
Cr: 0.98 -0.81 -0.34
C: -1.51 -2.23 -0.85
N: -0.99 -0.86 -1.10
C: -1.06 -0.59 -2.54
C: -1.83 0.12 -0.35
C: -1.26 0.35 1.02
C: -1.99 0.96 2.03
C: -1.36 1.31 3.22
C: -0.01 1.05 3.40
C: 0.72 0.42 2.40
C: 0.09 0.05 1.21
H: -2.53 -2.31 -1.25
H: -1.53 -2.42 0.23
H: -0.88 -2.97 -1.32
H: -2.08 -0.69 -2.90
H: -0.43 -1.30 -3.08
H: -0.71 0.42 -2.74
H: -2.86 -0.23 -0.33
H: -1.79 1.07 -0.88
H: -3.04 1.19 1.87
H: -1.93 1.81 4.00
H: 0.48 1.34 4.32
H: 1.77 0.21 2.56
O: 3.09 -3.76 0.74
Cl: 2.32 -2.63 1.06
O: 2.21 -2.38 2.45
O: 2.85 -1.42 0.36
O: 0.96 -2.73 0.45
Cl: 2.88 3.93 -1.23
C: 2.13 2.75 -2.34
C: 1.14 1.89 -1.57
O: 0.06 2.32 -1.26
O: 1.58 0.67 -1.36
H: 2.93 2.15 -2.76
H: 1.61 3.31 -3.11

Output
**Energy above the lowest of the compared OMol25 structures with the same formula, charge and spin**: 0.00 kcal/mol
**Highest occupied orbital energy (alpha / beta)**: -9.03 / -9.26 eV
**LUMO (alpha / beta)**: -0.0081 / 0.0022 hartree
**Multiplicity**: 4

=====

Entry 4:
Density functional theory data (ωB97M-V/def2-TZVPD) for a 2-piece molecular cluster, C11H14ClN2O overall in a non-equilibrium geometry.

Atoms and positions in Å:
C: 2.48 -0.52 -1.30
C: 2.36 -1.27 0.93
C: 3.84 -0.88 -1.30
C: 3.68 -1.65 0.91
C: 1.71 -0.63 -0.13
C: 1.37 2.39 -0.64
C: -2.38 0.58 0.59
C: -1.31 1.02 1.54
C: -1.78 0.61 -0.81
C: 0.12 0.20 1.49
C: -0.56 -0.40 -0.88
N: 4.35 -1.36 -0.21
N: 0.49 -0.02 0.07
O: 2.49 2.06 -0.53
Cl: 0.66 3.85 -0.90
H: 1.99 -0.22 -2.23
H: 1.82 -1.46 1.95
H: 4.51 -0.55 -2.05
H: 4.21 -2.30 1.61
H: -2.96 -0.37 0.82
H: -3.26 1.25 0.56
H: -0.98 2.00 1.49
H: -1.52 0.80 2.53
H: -2.49 0.27 -1.51
H: -1.48 1.64 -1.06
H: 1.03 0.95 1.79
H: -0.03 -0.68 2.04
H: -0.87 -1.36 -0.58
H: -0.25 -0.45 -2.02

Output
**Energy above the lowest of the compared OMol25 structures with the same formula, charge and spin**: 0.00 kcal/mol
**Highest occupied orbital energy (alpha / beta)**: -12.18 / -13.22 eV
**LUMO (alpha / beta)**: -0.1154 / -0.2671 hartree
**Net charge**: +1
**Multiplicity**: 3

=====

Entry 5:
Density functional theory data (ωB97M-V/def2-TZVPD) for an isolated ion of composition C11H14ClN2S and charge +1 in a non-equilibrium geometry.

Atoms and positions in Å:
C: 2.18 -0.53 -2.30
C: 0.90 -0.04 -1.66
C: 1.15 0.62 -0.31
N: 1.94 -0.44 0.49
C: 2.44 -0.10 1.68
N: 2.78 -0.99 2.53
C: 0.03 1.13 0.59
S: 0.47 2.32 1.61
C: -1.34 0.68 0.49
C: -1.55 -0.64 0.15
C: -2.84 -1.13 -0.10
C: -3.90 -0.20 -0.07
Cl: -5.40 -0.67 -0.81
C: -3.70 1.09 0.35
C: -2.45 1.52 0.76
H: 2.93 0.28 -2.03
H: 2.15 -0.51 -3.41
H: 2.23 -1.63 -2.09
H: 0.29 -0.99 -1.38
H: 0.15 0.56 -2.23
H: 1.68 1.51 -0.50
H: 1.95 -1.37 0.09
H: 2.30 1.01 1.88
H: 3.05 -0.57 3.41
H: 2.79 -2.00 2.39
H: -0.72 -1.29 -0.04
H: -2.90 -2.03 -0.57
H: -4.47 1.78 0.18
H: -2.16 2.61 0.93

Output
**Energy above the lowest of the compared OMol25 structures with the same formula, charge and spin**: 0.00 kcal/mol
**Highest occupied orbital energy**: -11.95 eV
**LUMO**: -0.1606 hartree
**Net charge**: +1

=====

Entry 6:
Density functional theory data (ωB97M-V/def2-TZVPD) for C11H14CuN4O7 as an isolated structure.

Atoms and positions in Å:
Cu: 0.76 -1.31 -0.50
O: 1.70 4.77 0.19
C: 1.63 3.57 0.25
C: 0.97 2.75 1.34
O: 0.35 3.20 2.30
C: 1.20 1.38 1.00
C: 1.82 1.21 -0.26
O: 2.02 0.14 -0.88
C: 2.20 2.57 -0.75
O: 2.82 2.84 -1.75
O: 0.86 0.33 1.73
N: -1.35 -0.47 -0.35
C: -1.94 -1.41 0.61
C: -3.47 -1.40 0.63
C: -4.10 -0.07 1.04
C: -4.34 0.08 2.54
N: -3.20 -0.14 3.41
C: -2.03 0.59 3.33
N: -2.12 1.81 2.73
N: -0.88 0.18 3.76
C: -1.37 -2.85 0.42
O: -2.04 -3.77 0.88
O: -0.24 -2.95 -0.16
H: -1.39 0.48 0.00
H: -1.85 -0.50 -1.24
H: -1.55 -1.11 1.58
H: -3.81 -2.22 1.27
H: -3.80 -1.67 -0.38
H: -5.08 0.04 0.56
H: -3.49 0.76 0.67
H: -5.10 -0.63 2.86
H: -4.77 1.07 2.75
H: -3.03 -1.11 3.63
H: -3.00 2.28 2.70
H: -1.27 2.39 2.78
H: -0.92 -0.78 4.09
H: 0.33 0.52 2.55

Output
**Energy above the lowest of the compared OMol25 structures with the same formula, charge and spin**: 0.00 kcal/mol
**Highest occupied orbital energy**: -4.73 eV
**LUMO**: 0.0968 hartree
**Net charge**: -1

=====

Number 1: E_tot -1228.6818 Ha. Number 2: E_tot -1387.1562 Ha. Number 3: E_tot -2898.3946 Ha. Number 4: E_tot -1072.0645 Ha. Number 5: E_tot -1395.1480 Ha. Number 6: E_tot -2813.9141 Ha.